21
Properties=species:S:1:pos:R:3 method="wB97M-V/def2-TZVPD" orbital_gap_ev=10.86 smiles=CO[SiH2]C(C)(C)[NH3+] total_charge=+1 e_lumo_ev=-3.25 multiplicity=1 max_force_ev_per_a=4.3 e_above_lowest_ev=0.808
C 2.50 -1.48 -0.76
O 1.81 -0.95 0.42
Si 1.18 0.59 0.27
C -0.78 0.23 -0.05
C -1.58 1.48 0.33
C -1.01 -0.33 -1.46
N -1.15 -0.95 0.89
H 3.52 -1.56 -0.46
H 2.40 -0.75 -1.58
H 2.05 -2.48 -0.98
H 1.33 1.03 1.70
H 1.66 1.58 -0.77
H -1.36 2.14 -0.52
H -2.62 1.09 0.41
H -1.35 1.91 1.23
H -0.14 -0.94 -1.67
H -1.89 -0.87 -1.60
H -1.04 0.55 -2.14
H -2.03 -1.37 0.73
H -0.29 -1.52 0.81
H -1.24 -0.70 1.91

---

18
Properties=species:S:1:pos:R:3 method="wB97M-V/def2-TZVPD" orbital_gap_ev=9.30 smiles=CCS.CSC total_charge=0 e_lumo_ev=0.95 multiplicity=1 max_force_ev_per_a=4.7 e_above_lowest_ev=1.837
C 3.94 0.42 0.17
C 3.10 -0.57 1.04
S 1.30 -0.20 0.86
H 4.87 0.86 0.58
H 3.35 1.35 0.05
H 4.29 -0.08 -0.80
H 3.24 -1.53 0.68
H 3.35 -0.37 2.12
H 1.19 0.91 1.65
C -2.96 -1.22 0.04
S -2.52 0.52 -0.34
C -1.81 0.75 -2.18
H -2.79 -2.00 -0.79
H -4.10 -1.21 0.22
H -2.44 -1.67 1.06
H -1.90 -0.17 -2.73
H -2.37 1.48 -2.79
H -0.79 1.04 -1.98

---

30
Properties=species:S:1:pos:R:3 method="wB97M-V/def2-TZVPD" orbital_gap_ev="3.81 / 6.92" total_charge=-1 e_lumo_ev="2.07 / 2.02" multiplicity=8 max_force_ev_per_a=3.1 e_above_lowest_ev=0.360
Mn 0.64 -0.35 -2.60
Cl 1.43 -2.42 -2.67
C 2.13 0.77 -2.95
C -0.47 -0.39 -4.13
H 2.09 0.90 -4.05
H 2.00 1.71 -2.39
H 2.99 0.16 -2.62
H -0.11 0.40 -4.80
H -1.51 -0.25 -3.79
H -0.29 -1.40 -4.53
Nd 0.18 0.91 0.85
C -1.42 -0.75 1.10
C -0.57 0.81 -1.56
H -2.26 -0.37 0.49
H -1.03 -1.66 0.62
H -1.77 -1.02 2.10
H -1.56 0.49 -1.97
H -0.29 1.71 -2.16
F -1.26 0.53 6.95
C -0.54 0.21 5.85
C -0.14 1.20 4.96
F -0.47 2.49 5.18
C 0.56 0.83 3.83
F 0.94 1.91 2.94
C 0.89 -0.50 3.51
S 1.69 -0.97 2.04
C 0.48 -1.48 4.45
F 0.73 -2.78 4.19
C -0.22 -1.13 5.60
F -0.61 -2.09 6.48

---

111
Properties=species:S:1:pos:R:3 method="wB97M-V/def2-TZVPD" orbital_gap_ev=5.37 total_charge=+1 e_lumo_ev=-3.86 multiplicity=1 max_force_ev_per_a=1.9
C 4.66 -2.65 -1.95
C 4.16 -1.51 -1.04
O 3.72 -0.43 -1.87
C 2.61 0.29 -1.36
C 1.41 0.14 -2.30
N 0.32 -0.71 -1.76
C 0.63 -2.04 -1.67
N 1.31 -2.72 -2.55
N 0.17 -2.70 -0.61
H 4.53 -3.59 -1.41
H 5.70 -2.46 -2.20
H 4.08 -2.74 -2.87
H 5.01 -1.16 -0.46
H 3.36 -1.88 -0.39
H 2.90 1.34 -1.38
H 2.39 0.06 -0.31
H 1.79 -0.16 -3.28
H 0.98 1.13 -2.43
H -0.54 -0.59 -2.30
H 1.98 -3.36 -2.15
H 1.71 -2.16 -3.29
H -0.28 -3.59 -0.77
H 0.20 -2.27 0.31
C -5.68 2.51 -1.30
C -4.25 2.87 -0.93
N -3.79 2.24 0.29
C -2.54 2.79 0.79
C -1.28 2.60 -0.07
C -3.90 0.79 0.34
C -3.17 -0.01 -0.75
H -6.37 2.74 -0.48
H -5.99 3.09 -2.17
H -5.78 1.46 -1.56
H -4.21 3.96 -0.79
H -3.60 2.65 -1.79
H -2.34 2.38 1.78
H -2.68 3.86 0.95
H -0.89 1.58 -0.02
H -0.48 3.26 0.30
H -1.45 2.86 -1.12
H -4.96 0.53 0.30
H -3.57 0.44 1.32
H -3.30 0.42 -1.74
H -3.57 -1.03 -0.78
H -2.10 -0.09 -0.54
C 4.50 -8.89 3.23
C 3.85 -8.19 2.05
N 3.03 -7.05 2.43
C 2.20 -6.55 1.36
C 2.90 -5.95 0.13
C 3.68 -6.04 3.25
C 4.93 -5.36 2.67
H 3.75 -9.20 3.96
H 5.02 -9.78 2.88
H 5.23 -8.26 3.73
H 3.21 -8.92 1.54
H 4.63 -7.91 1.33
H 1.50 -5.82 1.76
H 1.57 -7.38 1.01
H 3.29 -4.95 0.35
H 2.18 -5.84 -0.69
H 3.71 -6.57 -0.23
H 3.95 -6.49 4.20
H 2.95 -5.27 3.51
H 5.62 -6.07 2.21
H 5.47 -4.86 3.48
H 4.68 -4.59 1.94
C -12.63 6.00 -1.49
C -11.11 5.90 -1.48
N -10.62 4.54 -1.40
C -9.20 4.46 -1.12
C -8.22 5.01 -2.17
C -11.11 3.62 -2.41
C -10.86 3.97 -3.88
H -13.06 5.50 -0.61
H -12.93 7.05 -1.45
H -13.07 5.56 -2.39
H -10.75 6.45 -0.60
H -10.72 6.43 -2.36
H -8.94 3.42 -0.91
H -9.01 4.99 -0.18
H -8.13 4.34 -3.02
H -7.23 5.10 -1.73
H -8.51 6.00 -2.52
H -12.19 3.51 -2.27
H -10.71 2.63 -2.21
H -11.06 5.02 -4.10
H -11.52 3.38 -4.52
H -9.84 3.74 -4.18
C 5.66 2.28 1.17
C 7.09 2.60 1.58
N 7.51 1.92 2.79
C 8.76 2.43 3.33
C 10.03 2.25 2.49
C 7.36 0.48 2.78
C 8.09 -0.32 1.68
H 4.96 2.50 1.98
H 5.37 2.90 0.32
H 5.54 1.24 0.88
H 7.15 3.68 1.76
H 7.75 2.39 0.73
H 8.92 1.98 4.31
H 8.63 3.50 3.52
H 10.39 1.22 2.51
H 10.83 2.87 2.89
H 9.89 2.54 1.45
H 6.29 0.24 2.71
H 7.66 0.09 3.76
H 7.99 0.15 0.70
H 7.66 -1.32 1.62
H 9.15 -0.43 1.90

---

18
Properties=species:S:1:pos:R:3 method="wB97M-V/def2-TZVPD" orbital_gap_ev=6.37 total_charge=-1 e_lumo_ev=3.60 multiplicity=1 max_force_ev_per_a=1.8 e_above_lowest_ev=2.220
C -0.90 -0.27 2.13
C 0.04 -0.73 1.04
N -0.06 -0.29 -0.20
C -1.03 0.66 -0.79
C -0.32 1.74 -1.61
O -1.20 2.59 -2.17
O 0.93 -1.54 1.38
H -1.56 -1.14 2.27
H -1.60 0.48 1.77
H -0.40 -0.06 3.06
H 0.56 -0.66 -0.91
H -1.73 0.10 -1.39
H -1.48 1.26 0.00
H 0.49 2.15 -0.94
H 0.34 1.26 -2.39
H 3.25 -1.49 -0.71
H 2.05 -1.87 0.11
O 2.60 -2.20 -0.65

---

97
Properties=species:S:1:pos:R:3 method="wB97M-V/def2-TZVPD" orbital_gap_ev=5.93 total_charge=+1 e_lumo_ev=-4.46 multiplicity=1 max_force_ev_per_a=0.6
Sn 0.03 0.30 0.13
O -0.19 2.01 -4.27
C 0.26 1.60 -3.24
N -0.29 0.51 -2.55
C -0.53 -0.63 -3.09
C -0.08 -1.05 -4.41
C -0.36 -2.28 -4.84
C -1.10 -3.24 -4.02
C -1.56 -2.93 -2.80
C -1.33 -1.60 -2.26
N -1.73 -1.19 -1.11
C -2.62 -1.93 -0.32
O -3.60 -2.48 -0.77
C -2.36 -1.90 1.16
C -3.20 -2.63 1.99
C -2.96 -2.60 3.35
C -1.90 -1.86 3.83
C -1.11 -1.16 2.94
N -1.34 -1.18 1.62
C 1.37 2.29 -2.50
C 1.81 3.53 -2.94
C 2.83 4.15 -2.24
C 3.36 3.51 -1.13
C 2.86 2.26 -0.77
N 1.88 1.66 -1.44
H 0.48 -0.35 -5.01
H -0.03 -2.60 -5.82
H -1.27 -4.23 -4.42
H -2.10 -3.65 -2.20
H -4.01 -3.19 1.55
H -3.60 -3.16 4.02
H -1.67 -1.83 4.89
H -0.27 -0.57 3.27
H 1.35 3.97 -3.81
H 3.19 5.12 -2.54
H 4.16 3.96 -0.55
H 3.25 1.73 0.09
O 1.05 -1.82 -0.67
S 2.00 -2.02 0.44
O 1.82 -3.20 1.25
N 1.85 -0.64 1.21
C 2.37 -0.39 2.47
C 3.29 -1.16 3.14
C 3.80 -0.75 4.39
C 3.40 0.42 4.98
C 2.44 1.22 4.33
C 1.95 2.44 4.87
C 1.00 3.15 4.20
C 0.51 2.63 2.98
N 0.94 1.52 2.44
C 1.91 0.82 3.08
C 3.61 -2.09 -0.26
C 3.99 -1.11 -1.17
C 5.26 -1.14 -1.70
C 6.15 -2.14 -1.32
C 5.76 -3.12 -0.43
C 4.48 -3.10 0.11
H 3.63 -2.09 2.71
H 4.53 -1.38 4.89
H 3.80 0.73 5.93
H 2.35 2.79 5.81
H 0.62 4.08 4.58
H -0.28 3.16 2.45
H 3.28 -0.33 -1.45
H 5.57 -0.38 -2.40
H 7.15 -2.16 -1.74
H 6.45 -3.91 -0.14
H 4.14 -3.86 0.80
C -2.61 3.33 4.87
C -4.07 3.48 5.24
S -5.17 3.02 3.92
O -4.62 1.85 3.26
O -6.51 2.99 4.43
C -5.04 4.39 2.77
C -5.15 3.96 1.31
N -3.87 3.52 0.76
C -3.56 2.26 0.39
N -2.28 2.15 0.06
C -1.74 3.39 0.19
C -2.71 4.25 0.61
N -2.57 5.65 0.81
O -1.47 6.12 0.61
O -3.57 6.29 1.10
C -4.52 1.13 0.29
H -1.98 3.62 5.71
H -2.34 3.96 4.02
H -2.38 2.30 4.60
H -4.34 4.50 5.51
H -4.37 2.83 6.06
H -4.10 4.89 2.96
H -5.84 5.08 3.02
H -5.53 4.79 0.72
H -5.83 3.12 1.20
H -0.72 3.61 -0.03
H -5.46 1.46 -0.16
H -4.75 0.71 1.27
H -4.09 0.37 -0.35